1.
DFT (ωB97M-V/def2-TZVPD) results for the molecule C16H19N5O2 at a distorted geometry.

Positions of all 42 atoms, in Å:
O  -1.698258  2.011143  0.193758
O  -2.087580  -0.065992  0.955516
N  1.763419  -1.144100  1.214431
N  2.312001  -2.276493  1.684022
N  3.926874  -0.820675  1.146409
N  -1.076501  -3.588309  -2.021872
N  2.452286  0.951440  0.416330
C  -1.276290  0.935531  0.558415
C  -3.951281  0.897734  2.197696
C  1.943541  2.319931  -2.474867
C  0.352145  -0.920391  1.027598
C  2.748759  -0.288169  0.896868
C  -1.367404  -3.794274  -0.749533
C  0.985970  2.779147  -0.154987
C  0.127664  0.529033  0.627297
C  -3.488741  0.192967  0.930164
C  0.753055  2.830436  -1.673068
C  -0.165043  -1.861293  -0.044232
C  -0.332201  -2.539764  -2.324981
C  3.598606  -2.040980  1.626989
C  0.149014  -1.647260  -1.380463
C  -0.937582  -2.967796  0.277050
C  1.150422  1.372421  0.325019
H  -1.975783  -4.665707  -0.545632
H  4.333156  -2.754056  1.936683
H  -0.113732  -2.408838  -3.376823
H  -3.954075  -0.790283  0.831738
H  -5.030029  1.021295  2.172355
H  1.740316  2.405627  -3.539532
H  3.213846  1.580682  0.218063
H  1.880164  3.355067  0.095444
H  0.748958  -0.800709  -1.679866
H  -3.720473  0.805317  0.052509
H  -3.680211  0.314091  3.074290
H  0.550706  3.866218  -1.948865
H  2.836187  2.902867  -2.254258
H  2.151711  1.274746  -2.256001
H  -0.164126  -1.145629  1.970782
H  -3.485672  1.877803  2.266367
H  -1.199086  -3.176081  1.302387
H  -0.136913  2.246095  -1.906849
H  0.122189  3.227206  0.333654

Cartesian forces, eV/Å:
-0.113 -0.047 -0.009
0.362 0.013 0.123
0.741 0.890 -0.139
-0.325 -0.894 0.332
0.169 0.741 -0.311
-0.198 -0.345 -0.401
0.092 0.308 -0.101
-0.108 0.318 -0.086
0.295 -0.152 -0.273
-0.244 0.075 -0.011
-0.460 -0.218 -0.029
0.111 -0.826 0.365
-0.053 -0.030 0.346
-0.271 0.166 -0.181
0.394 -0.227 0.234
-0.545 0.257 -0.031
0.181 -0.040 0.058
-0.084 -0.313 -0.123
0.214 0.279 -0.037
-0.360 0.229 -0.101
-0.101 -0.131 0.173
0.129 0.149 -0.183
-0.318 0.023 0.134
-0.048 -0.055 0.115
0.120 -0.239 0.104
0.067 0.088 -0.069
0.066 0.113 -0.031
-0.131 0.020 0.027
0.062 -0.025 -0.110
-0.094 -0.057 0.028
0.044 -0.009 0.054
0.062 0.106 -0.061
0.013 -0.186 0.108
-0.026 -0.043 0.097
-0.082 0.008 0.005
0.151 0.031 -0.005
0.069 -0.109 -0.022
0.149 0.039 -0.196
-0.013 0.074 0.029
-0.043 -0.034 0.134
-0.064 0.063 0.001
0.188 -0.009 0.044

ΔE to the lowest compared entry with this formula, charge and spin   162.4 kJ/mol
Net charge   0
Highest occupied orbital energy   -8.624 eV
SMILES   CCCC1=C(C(=O)OCC)[C@@H](c2ccncc2)n2ncnc2N1
E_tot   -28446.4750 eV
Orbital gap   9.10 eV
E_LUMO   0.47 eV
Max |F|   1.17 eV/A

=====

2.
DFT (ωB97M-V/def2-TZVPD) results for the molecule C5H9N3 at a distorted geometry.

Positions of all 17 atoms, in Å:
N  -0.340461  -1.872333  0.611024
N  -1.077347  -1.228825  1.547923
N  -0.839903  0.428011  -1.085642
C  0.573002  1.614438  0.539543
C  -0.963306  0.050635  1.398865
C  0.535315  -1.013931  -0.131448
C  0.105527  -0.630758  -1.654121
C  -0.048725  0.346099  0.217585
H  -0.325668  -1.479624  -2.257229
H  0.908674  -0.257902  -2.208724
H  -0.156891  2.391445  0.470830
H  1.090874  1.733027  1.455025
H  -0.798766  1.319137  -1.661711
H  0.067393  -2.764561  0.819058
H  -1.748333  0.563329  2.074787
H  1.640346  -1.124067  0.018113
H  1.378270  1.925880  -0.153878

Cartesian forces, eV/Å:
0.804 -1.002 -1.248
0.201 0.552 0.586
1.328 -0.492 -1.163
2.907 1.901 -1.580
-2.293 -2.277 0.949
0.717 1.848 -1.860
-1.852 -1.956 2.001
-2.907 1.484 0.418
-0.065 0.912 0.718
1.452 0.865 -0.671
-0.667 0.509 0.097
0.086 -0.441 1.435
0.171 -1.253 1.403
-0.487 -0.205 0.666
1.903 0.097 -1.513
-0.928 -0.288 0.068
-0.370 -0.253 -0.306

ΔE to the lowest compared entry with this formula, charge and spin   323.7 kJ/mol
Net charge   0
Highest occupied orbital energy   -8.323 eV
SMILES   C[C@]12C=NN[C@H]1CN2
E_tot   -9798.1124 eV
Orbital gap   9.28 eV
E_LUMO   0.96 eV
Max |F|   3.82 eV/A

=====

3.
DFT (ωB97M-V/def2-TZVPD) results for the molecule C24H32N2O7S2 at a distorted geometry.

Positions of all 67 atoms, in Å:
S  -2.501219  -0.080311  2.141669
S  3.601708  0.744742  0.820900
O  5.642371  -2.872581  -0.729296
O  -3.656163  -3.077711  0.647467
O  -0.345981  2.835898  1.518992
O  0.580581  3.299701  -1.124601
O  3.627634  1.805692  -0.142182
O  4.336403  0.926843  2.042857
O  -0.726951  0.047512  -1.932681
N  -2.251079  -1.072484  -0.708135
N  4.086925  -0.660836  0.028205
C  -0.725062  2.966907  -0.914832
C  -3.317498  2.073174  -0.423111
C  4.269081  -1.769936  0.941130
C  1.462566  0.335953  2.516523
C  -1.647600  2.845546  -1.945710
C  -1.130739  2.701101  0.405326
C  -0.768651  -0.074050  1.706239
C  0.790705  3.677679  1.503041
C  1.048748  0.086768  0.162878
C  5.248197  -0.484874  -0.824786
C  -2.794535  1.742639  1.993391
C  -3.114792  -1.395814  -1.816046
C  -4.453145  -3.116070  -0.518423
C  0.116868  0.131165  2.756949
C  1.906780  0.336011  1.208034
C  -1.123977  -0.366869  -0.854491
C  5.465614  -1.781611  -1.604366
C  -4.392813  -3.239123  1.831527
C  -2.940947  2.419530  -1.702178
C  4.529792  -3.032954  0.116250
C  1.147974  2.974855  -2.376080
C  -0.308568  -0.138988  0.388314
C  -2.424748  2.214560  0.632575
C  -3.576213  -2.849944  -1.739847
H  -2.201702  2.223207  2.768278
H  -4.306333  1.687824  -0.222601
H  6.141441  -0.261514  -0.223510
H  -1.342394  3.063318  -2.955831
H  -3.637046  2.330321  -2.521690
H  0.946291  3.753419  -3.119647
H  3.357380  -1.877575  1.531619
H  4.598452  -1.962176  -2.256265
H  6.373551  -1.723500  -2.206032
H  4.759463  -3.878001  0.767036
H  5.113917  -1.578428  1.617946
H  -2.551331  -1.211685  -2.734517
H  0.563221  4.638175  1.037019
H  1.416839  0.098660  -0.851094
H  -3.987167  -0.730108  -1.807811
H  -3.680139  -3.176604  2.650553
H  2.164459  0.530864  3.311764
H  3.633897  -3.258680  -0.481781
H  1.040478  3.831273  2.553628
H  -0.270679  0.164647  3.764035
H  -4.145057  -3.090830  -2.638248
H  0.771242  2.013188  -2.733426
H  -2.533113  -1.442645  0.191694
H  -4.900156  -4.211190  1.853446
H  -5.251008  -2.359616  -0.451449
H  -5.140966  -2.445524  1.943292
H  -3.858423  1.849718  2.195455
H  -2.705950  -3.505004  -1.690000
H  5.042261  0.352880  -1.490039
H  -4.931450  -4.104437  -0.605878
H  2.220543  2.909684  -2.192976
H  1.638246  3.218215  0.991507

Cartesian forces, eV/Å:
-0.003 0.131 0.365
-0.009 -0.453 -0.051
0.208 -0.077 0.019
0.190 0.036 -0.170
-0.351 -0.322 -0.461
-0.259 -0.038 0.346
-0.113 -0.028 -0.290
-0.193 -0.179 0.108
0.232 -0.015 -0.198
-0.085 -0.382 0.033
-0.538 0.844 0.341
-0.099 0.050 0.007
0.099 0.134 0.028
0.137 -0.597 0.242
0.140 0.024 0.136
0.140 0.195 0.120
-0.164 0.246 0.065
-0.392 -0.167 0.133
0.413 0.260 0.165
-0.224 0.002 -0.244
0.371 0.085 -0.402
0.196 -0.339 0.178
0.073 -0.121 -0.287
-0.080 -0.228 -0.336
0.244 -0.042 -0.042
0.441 0.057 -0.011
-0.190 -0.085 0.046
-0.071 0.323 0.022
-0.084 -0.006 0.109
-0.054 -0.026 -0.012
-0.286 0.132 0.239
0.175 -0.066 -0.250
0.517 0.086 0.159
0.150 0.210 -0.126
-0.155 0.267 0.403
-0.160 0.051 -0.009
-0.132 -0.052 0.024
-0.007 -0.016 -0.101
0.085 0.012 -0.106
-0.064 -0.019 -0.091
0.000 -0.047 0.035
0.052 -0.176 0.064
0.073 0.030 0.001
-0.106 0.076 -0.005
-0.109 0.076 -0.007
-0.090 -0.073 -0.028
-0.138 0.019 0.097
0.033 -0.029 0.024
-0.049 -0.034 -0.153
0.016 -0.009 -0.094
-0.079 -0.027 0.078
0.041 0.001 0.153
0.052 -0.032 0.062
-0.002 0.041 -0.050
-0.018 0.024 0.061
-0.021 -0.035 -0.021
0.022 0.016 0.008
0.171 0.194 -0.173
0.021 0.026 0.012
0.026 -0.047 0.001
0.002 -0.014 0.021
-0.011 0.066 0.016
0.017 -0.080 -0.084
0.161 -0.071 -0.100
0.013 0.114 0.054
-0.052 0.010 -0.112
-0.122 0.092 0.038

ΔE to the lowest compared entry with this formula, charge and spin   3.8 kJ/mol
Net charge   0
Highest occupied orbital energy   -7.973 eV
SMILES   COCCCNC(=O)c1cc(S(=O)(=O)N2CCOCC2)ccc1SCc1cccc(OC)c1OC
E_tot   -64389.2379 eV
Orbital gap   8.23 eV
E_LUMO   0.26 eV
Max |F|   1.06 eV/A